[1]
{
  "formula": "C12H23Cl8NO3",
  "method": "the ωB97M-V functional and the def2-TZVPD basis",
  "symbols": ["N", "C", "C", "C", "C", "H", "H", "H", "H", "H", "C", "Cl", "Cl", "Cl", "Cl", "C", "Cl", "Cl", "Cl", "Cl", "C", "C", "O", "H", "H", "H", "H", "H", "H", "C", "C", "O", "H", "H", "H", "H", "H", "H", "C", "C", "O", "H", "H", "H", "H", "H", "H"],
  "xyz": [[7.028, 8.253, 11.396], [8.233, 7.850, 11.027], [8.824, 7.238, 12.158], [7.802, 7.167, 13.175], [6.753, 7.966, 12.764], [6.387, 8.765, 10.806], [8.525, 8.059, 10.008], [9.812, 6.802, 12.136], [7.911, 6.764, 14.171], [5.753, 8.224, 13.079], [11.621, 10.395, -1.160], [11.039, 12.036, -1.532], [12.460, 10.464, 0.415], [10.254, 9.241, -1.273], [12.855, 10.056, -2.411], [11.623, -0.446, 6.071], [12.064, 1.015, 6.819], [12.705, -1.808, 6.540], [9.985, -0.738, 6.544], [11.937, -0.167, 4.274], [7.103, 3.093, 2.585], [7.925, 4.384, 2.256], [8.548, 4.829, 3.445], [6.992, 2.675, 1.585], [6.087, 3.359, 2.877], [7.565, 2.307, 3.183], [7.379, 5.202, 1.784], [8.773, 4.117, 1.626], [9.373, 5.289, 3.274], [12.184, 6.248, 6.434], [12.979, 6.616, 5.219], [12.171, 6.942, 4.140], [12.734, 6.194, 7.374], [11.597, 5.341, 6.290], [11.357, 6.947, 6.552], [13.469, 5.750, 4.774], [13.693, 7.427, 5.364], [12.349, 7.858, 3.914], [13.410, 11.979, 9.480], [13.854, 11.318, 8.120], [13.852, 12.395, 7.110], [14.121, 12.621, 10.000], [13.251, 11.083, 10.080], [12.538, 12.629, 9.417], [12.991, 10.690, 7.897], [14.873, 10.935, 8.171], [14.754, 12.582, 6.839]],
  "forces_ev_per_a": [[-2.1, 0.9, 1.9], [1.4, -0.7, 1.3], [-1.1, -0.2, -1.5], [0.7, 1.5, 0.0], [0.2, -0.7, -2.7], [0.2, -0.1, 0.2], [0.5, -0.2, 0.2], [-0.2, -0.1, 0.3], [0.1, 0.0, -0.1], [0.3, -0.2, 0.5], [0.4, 0.6, -0.5], [-0.3, -0.2, 0.2], [-0.6, -0.5, -0.3], [0.9, 0.5, 0.4], [-0.3, -0.4, 0.3], [1.0, -0.5, -1.2], [0.9, 1.3, 1.0], [-0.5, 0.4, 0.0], [-0.6, -0.7, -0.5], [-0.8, -0.5, 0.8], [-0.2, 1.3, -2.0], [1.3, -1.3, 1.1], [-0.2, 0.5, 1.1], [-0.3, -0.4, -0.1], [0.2, -0.2, 0.5], [0.2, 0.6, 0.3], [-0.5, -0.3, 0.0], [-0.3, -0.2, -0.7], [0.0, 0.1, -0.2], [-1.2, 0.1, 0.4], [1.0, -1.1, -0.3], [-1.5, 1.3, -1.3], [0.1, -0.1, -0.2], [0.5, -0.4, -0.1], [0.2, 0.6, 0.2], [0.9, -0.3, 1.0], [0.2, -0.2, 0.5], [-0.4, 0.0, -0.2], [0.8, -0.9, -0.3], [-0.8, 3.8, 0.5], [-0.1, -0.9, 0.2], [0.6, -0.3, -0.3], [-0.5, 0.3, 0.7], [-0.3, -0.6, -0.4], [0.7, -0.7, -0.5], [-0.5, -0.7, 0.1], [0.0, -0.1, 0.1]],
  "molar_mass_g_mol": 512.9,
  "homo_lumo_gap_ha": 0.2993,
  "homo_ev": -8.17,
  "max_force_ev_per_a": 3.9,
  "energy_ev": -120625.107,
  "relative_energy_kj_mol": 59.65
}

[2]
{
  "formula": "C7H17N",
  "method": "the ωB97M-V functional and the def2-TZVPD basis",
  "symbols": ["C", "C", "C", "C", "C", "C", "C", "N", "H", "H", "H", "H", "H", "H", "H", "H", "H", "H", "H", "H", "H", "H", "H", "H", "H"],
  "xyz": [[-0.563, -2.565, 0.868], [-0.702, -1.391, -0.085], [0.181, -1.557, -1.306], [-0.359, 0.137, 0.831], [1.109, 0.218, 1.190], [-0.997, 1.203, 0.044], [0.054, 2.611, -0.255], [0.953, 2.503, -1.364], [0.468, -2.677, 1.207], [-1.204, -2.440, 1.741], [-0.853, -3.505, 0.389], [-1.748, -1.314, -0.398], [0.071, -0.723, -1.999], [-0.048, -2.489, -1.832], [1.234, -1.599, -1.023], [-0.926, -0.012, 1.755], [1.746, 0.329, 0.316], [1.420, -0.697, 1.693], [1.292, 1.032, 1.890], [-1.852, 1.627, 0.568], [-1.333, 0.937, -0.957], [-0.666, 3.405, -0.461], [0.602, 2.865, 0.650], [1.655, 1.786, -1.232], [0.464, 2.315, -2.231]],
  "forces_ev_per_a": [[-0.1, 0.0, -0.1], [0.6, 1.9, 1.8], [0.1, 0.3, 0.2], [-0.7, -4.2, -1.2], [-0.1, -0.2, 0.0], [1.8, 4.2, -0.9], [-2.3, -2.1, 0.4], [0.3, -0.1, -0.3], [0.0, 0.0, 0.0], [0.0, 0.0, 0.1], [0.0, 0.0, 0.0], [0.1, 0.2, 0.1], [-0.1, 0.0, -0.1], [-0.1, 0.1, 0.0], [0.1, -0.1, 0.0], [0.1, -0.1, 0.0], [0.1, 0.1, 0.0], [0.0, -0.1, 0.0], [0.1, 0.1, -0.1], [-0.1, 0.0, 0.0], [0.1, -0.2, 0.0], [0.1, 0.1, 0.1], [-0.1, -0.1, 0.0], [-0.1, 0.0, 0.0], [0.1, 0.0, 0.1]],
  "molar_mass_g_mol": 115.2,
  "homo_lumo_gap_ha": 0.3511,
  "homo_ev": -8.51,
  "max_force_ev_per_a": 4.7,
  "energy_ev": -9023.738,
  "relative_energy_kj_mol": 143.52
}

[3]
{
  "formula": "C3H7OS",
  "method": "the ωB97M-V functional and the def2-TZVPD basis",
  "symbols": ["C", "S", "H", "H", "H", "O", "C", "C", "H", "H", "H", "H"],
  "xyz": [[-2.226, 0.935, 0.239], [-1.543, -0.537, -0.651], [-3.295, 1.059, -0.044], [-2.156, 0.842, 1.384], [-1.675, 1.834, 0.057], [2.183, 0.647, 1.407], [1.490, 0.104, 0.487], [1.996, -0.721, -0.655], [0.511, 0.475, 0.242], [2.489, -0.007, -1.307], [1.150, -1.160, -1.192], [2.645, -1.532, -0.399]],
  "forces_ev_per_a": [[-0.6, -1.1, 1.4], [-0.4, 0.3, 0.1], [0.7, 0.2, 0.3], [-0.3, -0.2, -1.4], [0.3, 0.7, -0.6], [-1.9, -2.4, -2.5], [2.7, 2.9, 1.7], [-0.5, -0.6, 0.2], [-1.0, 0.0, 0.5], [0.3, 0.1, -0.2], [-0.1, 0.3, 0.1], [0.8, -0.2, 0.3]],
  "molar_mass_g_mol": 91.2,
  "homo_lumo_gap_ha": 0.2420,
  "charge": -1,
  "homo_ev": -2.51,
  "max_force_ev_per_a": 4.3,
  "energy_ev": -16107.132,
  "relative_energy_kj_mol": 110.48
}

[4]
{
  "formula": "C35H36N4O2",
  "method": "the ωB97M-V functional and the def2-TZVPD basis",
  "symbols": ["C", "N", "C", "C", "C", "C", "C", "C", "C", "C", "C", "C", "C", "C", "N", "C", "C", "C", "C", "C", "C", "C", "C", "N", "C", "C", "C", "C", "C", "C", "H", "H", "H", "H", "H", "H", "H", "H", "H", "H", "H", "H", "H", "H", "H", "H", "H", "H", "H", "H", "H", "H", "H", "H", "H", "H", "H", "H", "H", "H", "H", "H", "C", "C", "C", "C", "C", "C", "C", "O", "N", "C", "O", "H", "H", "H", "H"],
  "xyz": [[-7.255, -2.759, 1.756], [-6.815, -1.566, 1.060], [-7.894, -0.768, 0.527], [-5.495, -1.271, 0.921], [-5.066, -0.101, 0.221], [-3.722, 0.205, 0.157], [-2.741, -0.658, 0.716], [-1.357, -0.328, 0.616], [-0.301, -1.145, 0.933], [1.062, -0.729, 0.899], [2.093, -1.763, 0.845], [1.790, -3.102, 0.463], [2.738, -4.107, 0.532], [4.080, -3.813, 0.884], [5.023, -4.804, 0.966], [6.421, -4.580, 0.670], [4.710, -6.121, 1.473], [4.416, -2.471, 1.173], [3.431, -1.505, 1.239], [1.395, 0.690, 0.925], [0.544, 1.657, 1.516], [0.853, 3.003, 1.519], [2.092, 3.451, 1.005], [2.422, 4.791, 1.027], [3.723, 5.250, 1.464], [1.555, 5.809, 0.478], [2.983, 2.496, 0.456], [2.598, 1.174, 0.355], [-3.173, -1.836, 1.376], [-4.515, -2.124, 1.504], [-6.682, -2.934, 2.674], [-8.302, -2.604, 2.031], [-7.190, -3.658, 1.126], [-7.549, 0.183, 0.126], [-8.429, -1.314, -0.264], [-8.606, -0.581, 1.342], [-5.783, 0.562, -0.250], [-3.384, 1.111, -0.349], [-1.145, 0.651, 0.172], [-0.515, -2.200, 1.130], [0.792, -3.349, 0.101], [2.471, -5.132, 0.275], [6.580, -3.590, 0.229], [7.046, -4.683, 1.569], [6.766, -5.339, -0.048], [3.681, -6.158, 1.847], [4.834, -6.875, 0.685], [5.401, -6.387, 2.287], [5.448, -2.216, 1.421], [3.704, -0.522, 1.615], [-0.388, 1.351, 1.983], [0.173, 3.738, 1.951], [4.242, 4.462, 2.019], [4.351, 5.569, 0.622], [3.592, 6.115, 2.125], [0.618, 5.368, 0.110], [1.343, 6.568, 1.245], [2.056, 6.327, -0.358], [3.945, 2.835, 0.063], [3.258, 0.483, -0.173], [-2.431, -2.517, 1.795], [-4.819, -3.006, 2.068], [-1.107, 3.545, -5.492], [-1.083, 3.832, -4.119], [-0.761, 2.811, -3.232], [-0.462, 1.537, -3.678], [-0.457, 1.238, -5.036], [-0.789, 2.251, -5.951], [-0.261, 0.670, -2.473], [0.124, -0.498, -2.462], [-0.588, 1.451, -1.382], [-0.740, 2.777, -1.733], [-0.833, 3.746, -0.975], [-1.377, 4.318, -6.211], [-1.321, 4.818, -3.723], [-0.209, 0.226, -5.358], [-0.809, 2.040, -7.021]],
  "forces_ev_per_a": [[0.0, 0.0, 0.1], [0.0, -0.2, 0.2], [-0.3, 0.0, 0.0], [0.2, 0.3, -0.1], [0.3, -0.4, 0.3], [0.3, -0.4, 0.2], [-0.4, -0.6, 0.1], [-0.1, 0.4, 0.2], [0.5, -0.3, 0.1], [-0.9, 0.1, -0.3], [0.4, -0.3, 0.2], [0.2, 0.3, 0.3], [0.1, 0.2, 0.1], [-0.3, 0.4, 0.0], [0.2, -0.1, 0.0], [0.1, 0.0, 0.1], [-0.1, -0.2, -0.3], [-0.1, -0.2, 0.0], [-0.2, -0.1, -0.3], [0.2, 0.0, 0.0], [0.0, 0.2, -0.1], [0.4, 0.0, -0.2], [-0.1, -0.4, -0.1], [0.2, 0.1, 0.3], [0.0, -0.2, -0.3], [-0.3, 0.1, 0.2], [-0.3, 0.1, 0.2], [0.4, -0.1, 0.2], [-0.3, 0.4, -0.3], [0.1, 0.1, -0.1], [-0.2, 0.1, -0.2], [0.2, -0.2, 0.0], [0.0, 0.1, 0.1], [-0.1, -0.2, 0.1], [0.1, 0.2, 0.1], [0.0, 0.2, -0.2], [0.2, -0.1, 0.1], [-0.1, -0.2, 0.1], [0.1, -0.3, 0.0], [0.2, 0.4, 0.1], [0.3, 0.1, 0.1], [0.0, 0.3, 0.0], [-0.1, -0.3, 0.1], [0.0, 0.1, -0.1], [-0.1, 0.2, 0.1], [0.3, 0.0, -0.1], [-0.1, -0.1, 0.1], [-0.2, 0.1, -0.1], [-0.4, -0.1, 0.1], [-0.1, -0.3, -0.1], [0.3, 0.0, 0.1], [0.1, -0.3, -0.1], [-0.1, 0.1, -0.1], [0.1, 0.0, 0.1], [0.0, -0.1, 0.0], [0.3, 0.1, 0.1], [-0.1, 0.0, -0.2], [-0.1, -0.2, 0.1], [-0.4, -0.1, 0.0], [-0.3, 0.3, 0.1], [-0.3, 0.2, 0.0], [0.1, 0.3, -0.3], [0.2, -0.5, 0.1], [0.1, -0.2, 0.1], [-0.2, 0.7, -0.9], [0.0, 0.1, -1.2], [0.0, 0.1, 0.1], [0.0, 0.3, 0.4], [-0.2, 0.5, 0.7], [-0.4, 0.7, 0.0], [0.6, 0.5, 0.3], [0.1, -0.9, 0.3], [-0.1, -0.6, -0.5], [0.1, -0.2, 0.2], [0.0, -0.1, -0.2], [-0.1, 0.3, 0.0], [0.0, 0.0, 0.3]],
  "molar_mass_g_mol": 544.7,
  "homo_lumo_gap_ha": 0.2170,
  "homo_ev": -7.18,
  "max_force_ev_per_a": 1.2,
  "energy_ev": -46932.493,
  "relative_energy_kj_mol": 0.00
}

[5]
{
  "formula": "C3H3NOS3",
  "method": "the ωB97M-V functional and the def2-TZVPD basis",
  "symbols": ["S", "C", "C", "S", "C", "S", "O", "N", "H", "H", "H"],
  "xyz": [[2.307, 1.315, -1.887], [1.060, 0.474, -1.106], [0.914, -0.951, -0.820], [-0.881, -1.315, -0.301], [-0.941, -0.334, 1.050], [-2.046, -0.532, 2.284], [0.000, 0.687, 1.035], [0.107, 1.212, -0.387], [1.567, -1.166, 0.034], [1.057, -1.617, -1.632], [0.343, 2.156, -0.250]],
  "forces_ev_per_a": [[-2.0, -1.6, 0.6], [1.5, 3.1, 0.2], [-1.6, -0.5, 0.9], [1.1, -1.2, -1.2], [-0.8, 1.2, 2.2], [1.5, 0.4, -1.3], [-1.0, 0.0, -1.4], [0.5, -2.2, 0.9], [-0.2, -0.3, -0.2], [0.6, -0.4, -0.8], [0.5, 1.5, 0.2]],
  "molar_mass_g_mol": 165.3,
  "homo_lumo_gap_ha": 0.2932,
  "homo_ev": -9.04,
  "max_force_ev_per_a": 3.4,
  "energy_ev": -39199.973,
  "relative_energy_kj_mol": 238.16
}

- Which formula does entry 3 have?
  C3H7OS